No. 1
{"formula": "C3H3CsLiO3", "method": "the ωB97M-V functional and the def2-TZVPD basis", "s_squared": 0.755, "de_lowest_kj_mol": 14.4, "homo_lumo_gap_ev": [2.381, 1.596], "energy_ha": -369.3924, "multiplicity": 2, "elements": ["H", "H", "H", "O", "C", "Cs", "C", "C", "O", "Li", "O"], "xyz": [[-1.975, -0.991, 1.062], [-3.920, 0.131, -1.111], [-3.473, -1.863, 0.302], [-2.124, 0.979, -0.709], [-2.764, -1.034, 0.307], [1.158, 2.436, -0.650], [-2.969, 0.087, -0.549], [3.602, 0.149, 0.328], [4.636, -0.617, 0.449], [5.405, 1.029, 0.061], [2.425, -0.305, 0.509]], "atomic_forces_ev_per_a": [[0.0, -0.2, -0.4], [0.0, -0.1, -0.2], [0.1, 0.3, 0.2], [1.8, 2.8, -0.6], [-1.0, 1.4, -1.2], [-1.0, -0.7, 0.1], [0.1, -3.8, 2.1], [-2.9, -5.7, 1.5], [0.0, 3.0, -0.7], [0.4, -0.5, 0.1], [2.7, 3.3, -1.0]]}

No. 2
{"formula": "C2H8NO2P", "method": "the ωB97M-V functional and the def2-TZVPD basis", "de_lowest_kj_mol": 376.1, "homo_lumo_gap_ev": 9.427, "energy_ha": -627.5127, "elements": ["C", "O", "H", "C", "O", "H", "H", "H", "H", "H", "H", "P", "N", "H"], "xyz": [[-1.835, -0.124, 1.409], [1.443, -0.581, 0.193], [2.580, 0.809, -0.786], [1.484, 0.874, -0.598], [-1.060, -1.262, 0.972], [1.298, 1.569, 0.209], [0.695, -0.062, -1.876], [-1.162, 0.704, 1.714], [-2.536, 0.226, 0.610], [-2.395, -0.364, 2.254], [0.410, -2.605, 0.149], [-0.048, -1.353, -0.278], [0.583, 0.831, -1.537], [0.541, 1.338, -2.435]], "atomic_forces_ev_per_a": [[1.3, 1.0, -2.3], [-2.7, 1.5, -2.0], [-0.6, 0.4, -0.4], [5.0, -1.6, 5.7], [-1.0, 0.6, 1.5], [0.0, 0.4, 0.1], [-0.3, -2.7, -1.6], [-0.3, -0.4, -0.4], [0.6, -0.2, 0.5], [-0.8, -0.9, 1.3], [0.2, -0.3, 0.1], [1.7, -0.1, 0.6], [-3.7, 1.6, -4.4], [0.5, 0.8, 1.4]]}

No. 3
{"formula": "C14H23N3OPdS3", "method": "the ωB97M-V functional and the def2-TZVPD basis", "charge": -2, "de_lowest_kj_mol": 0.0, "homo_lumo_gap_ev": 2.745, "energy_ha": -2109.0916, "elements": ["H", "C", "H", "C", "H", "H", "H", "H", "H", "S", "O", "H", "C", "H", "C", "C", "C", "H", "H", "H", "N", "C", "H", "H", "H", "H", "C", "H", "H", "H", "H", "H", "C", "S", "C", "C", "H", "C", "Pd", "C", "H", "N", "N", "S", "C"], "xyz": [[11.757, 6.272, 11.197], [6.722, 6.393, 13.484], [9.943, 6.431, 10.803], [6.115, 7.297, 6.588], [5.713, 8.893, 7.871], [9.862, 8.032, 13.018], [4.753, 10.061, 11.316], [7.315, 10.387, 11.814], [6.035, 7.980, 5.681], [11.103, 8.518, 11.057], [10.686, 9.331, 9.821], [8.073, 10.249, 9.394], [10.969, 6.825, 10.605], [6.969, 12.899, 11.785], [9.617, 8.674, 12.116], [7.718, 11.167, 9.917], [6.579, 5.220, 7.628], [9.451, 9.726, 12.417], [7.233, 11.784, 9.149], [6.764, 4.139, 7.579], [6.338, 7.196, 8.962], [5.038, 5.396, 15.326], [4.657, 5.651, 16.326], [4.441, 5.899, 14.531], [11.225, 6.715, 9.528], [5.185, 10.181, 9.584], [6.007, 7.859, 7.836], [8.637, 11.647, 10.299], [5.023, 4.318, 15.110], [7.007, 4.195, 10.201], [8.750, 8.312, 11.529], [5.408, 12.653, 10.854], [5.572, 9.949, 10.574], [6.803, 5.956, 15.196], [6.596, 5.896, 8.866], [6.706, 10.857, 11.017], [6.465, 5.485, 5.443], [6.862, 5.262, 10.144], [6.076, 7.913, 10.849], [6.113, 12.238, 11.584], [5.577, 12.113, 12.511], [7.019, 5.504, 12.480], [6.730, 5.989, 11.233], [5.955, 7.901, 13.171], [6.410, 5.955, 6.435]], "atomic_forces_ev_per_a": [[-1.0, 0.3, -0.5], [1.0, -1.8, -2.0], [0.7, 0.2, -0.2], [-0.5, 2.9, -1.8], [0.1, 0.3, 0.5], [-0.8, 0.6, -0.8], [0.1, 0.1, -0.5], [-0.7, 0.1, 0.0], [-0.2, -0.9, 1.2], [-1.5, 2.6, -1.2], [1.0, -0.8, 1.0], [-0.3, 0.4, 0.5], [0.1, -1.9, 0.2], [-0.3, 0.3, -0.2], [0.8, -0.9, 0.7], [0.2, -0.6, -0.6], [0.2, 0.3, -3.0], [0.4, -0.6, -0.3], [0.2, 0.2, 0.0], [0.0, 0.5, 0.2], [-1.9, 4.4, -1.2], [0.1, 0.0, -0.3], [0.0, -0.3, -0.3], [0.6, -0.1, 0.7], [-0.3, 0.3, 0.7], [0.0, 0.2, -0.3], [0.8, -0.6, -0.4], [-0.4, 0.1, -0.1], [-0.2, 0.3, 0.4], [0.2, -0.3, 0.0], [0.3, 0.0, 0.4], [0.3, 0.1, 0.0], [-0.1, -1.2, 1.2], [-0.7, -0.3, -0.9], [1.4, -4.1, 4.0], [-0.1, 1.2, 0.5], [0.0, 0.1, 0.5], [-0.1, -1.1, -4.6], [0.5, -0.8, 1.0], [1.2, -1.1, -0.7], [-0.2, -0.3, 0.4], [-0.8, 1.8, 0.4], [-0.2, 1.9, 3.9], [-0.3, 1.5, -0.4], [0.5, -2.9, 1.8]]}

No. 4
{"formula": "C54H89N10O2", "method": "the ωB97M-V functional and the def2-TZVPD basis", "charge": 1, "homo_lumo_gap_ev": 6.397, "energy_ha": -2808.7100, "elements": ["C", "N", "O", "C", "H", "H", "N", "H", "H", "H", "H", "N", "N", "C", "C", "C", "C", "H", "H", "H", "C", "H", "H", "H", "H", "H", "H", "C", "C", "C", "H", "C", "C", "C", "H", "H", "C", "H", "H", "H", "H", "C", "C", "C", "N", "C", "C", "H", "H", "C", "H", "H", "C", "C", "H", "C", "H", "H", "O", "H", "H", "C", "H", "H", "H", "H", "C", "H", "H", "C", "H", "C", "H", "C", "N", "C", "C", "C", "H", "H", "H", "H", "H", "C", "H", "C", "N", "H", "N", "C", "H", "H", "H", "H", "H", "C", "H", "H", "C", "C", "H", "C", "C", "H", "H", "H", "C", "H", "C", "C", "H", "H", "C", "C", "H", "H", "H", "H", "C", "H", "C", "C", "H", "C", "H", "H", "H", "H", "H", "H", "C", "N", "H", "C", "H", "H", "H", "C", "H", "H", "H", "C", "H", "C", "H", "H", "H", "H", "H", "H", "H", "H", "H", "N", "C"], "xyz": [[-2.498, -7.828, -1.209], [-2.756, -1.151, 0.618], [-3.838, -6.649, 0.433], [0.233, 2.207, 5.636], [2.791, -5.772, 2.907], [0.663, -3.513, 3.188], [1.199, 6.231, -3.836], [-5.222, -4.329, 1.399], [-1.691, -0.581, 6.194], [5.895, -2.107, -0.462], [0.188, 4.855, -1.624], [7.500, 0.031, 1.164], [-3.638, 2.523, -1.725], [2.555, -3.746, 2.207], [0.183, 2.722, -1.780], [-6.508, 8.436, -5.033], [-2.811, 3.258, -1.415], [0.877, -7.980, 0.073], [2.306, -6.178, 0.565], [-8.748, 0.072, -2.820], [-4.392, -1.044, -1.059], [-3.066, -8.541, 0.765], [-1.980, 0.316, 3.867], [-0.791, 10.512, -3.161], [3.744, -4.390, -1.809], [0.475, 2.525, -0.745], [9.692, -2.163, 0.143], [-1.758, 4.188, -1.016], [-1.147, 7.254, -4.351], [-8.694, -1.013, -2.737], [-1.496, 6.861, -5.308], [-2.192, 0.369, 6.000], [-0.513, 4.071, -1.905], [-3.405, -5.370, 0.797], [-0.387, 9.109, -5.168], [-5.406, 6.604, -5.416], [-0.762, 9.426, -3.076], [-8.335, -1.326, -4.834], [-2.152, 5.204, -1.072], [6.410, 4.368, 3.607], [-6.035, 6.746, -3.773], [-0.311, -6.894, -1.323], [6.503, 3.540, 2.902], [-9.039, -1.665, -4.072], [-3.428, -0.551, -0.330], [-4.573, -4.407, 0.526], [-5.586, 7.302, -4.596], [7.852, 4.669, 1.672], [3.711, -4.754, 0.622], [7.259, -0.800, 0.410], [-10.029, -1.329, -4.382], [9.466, -2.528, -1.573], [7.236, 2.953, 0.547], [-4.796, -2.328, -0.814], [1.586, -1.761, 0.601], [2.847, -2.413, 2.933], [9.831, -3.822, -0.430], [-1.295, -5.611, -2.687], [-1.112, -7.995, -1.544], [2.283, -1.588, 2.498], [-7.478, 8.017, -5.307], [7.793, -3.115, -0.321], [0.328, 0.274, 4.828], [3.453, 1.372, 4.897], [2.581, -3.279, -2.547], [2.543, -2.559, 3.960], [5.218, 2.845, 2.835], [7.997, 2.285, 0.936], [3.650, 0.525, 7.837], [-7.718, -3.744, -3.733], [7.594, 3.363, -0.398], [3.838, 1.492, 5.910], [7.439, -3.893, -1.001], [3.264, 0.405, 6.824], [3.759, -1.999, 5.941], [1.529, -5.995, -0.156], [3.175, -3.475, -1.657], [0.165, 6.675, -4.061], [-1.492, 4.012, 0.028], [0.839, -5.114, 2.540], [-2.239, 1.926, 4.517], [3.847, -2.634, -1.490], [-9.746, -3.539, -3.247], [-4.728, 9.929, -5.910], [-5.790, 8.547, -7.074], [-1.106, 8.784, -4.415], [-3.755, 10.482, -5.658], [-6.679, 9.110, -4.193], [0.574, 2.981, 6.411], [2.242, -3.591, -0.412], [-2.907, -7.031, -1.827], [5.775, 1.634, 6.873], [0.091, 1.560, 3.660], [0.240, 9.147, -2.744], [7.263, 2.866, 3.302], [1.471, -2.258, -0.357], [-3.266, 0.182, 5.962], [3.922, -2.254, 2.915], [-1.714, 0.984, 4.690], [-2.777, -7.612, 0.285], [-2.976, -8.760, -1.496], [-4.164, -3.023, 0.172], [3.169, -3.826, 0.788], [-2.003, 1.034, 6.844], [-7.681, -1.272, -2.418], [-9.389, -1.326, -1.956], [-5.964, 9.219, -6.231], [0.413, -2.451, -0.491], [3.556, -0.941, 6.338], [-9.045, -3.196, -4.009], [-6.709, 9.947, -6.557], [-2.084, 9.145, -4.733], [6.947, 4.074, 1.537], [0.327, -4.671, -1.663], [5.758, 0.572, 5.457], [-3.161, 0.410, -0.533], [5.712, 2.318, 5.250], [6.341, 2.367, 0.337], [0.710, -7.047, -0.440], [1.083, 2.706, -2.392], [3.300, -4.820, 3.067], [5.360, 1.500, 5.872], [-1.474, 9.130, -2.303], [1.339, -4.780, -0.753], [-2.471, -5.040, 0.328], [1.790, -1.565, -1.133], [-1.919, -7.227, 0.839], [-2.630, -2.902, 1.645], [-5.145, -4.803, -0.311], [2.180, 0.525, 6.885], [9.282, -2.890, -0.560], [4.207, 2.305, 2.773], [-3.216, -5.379, 1.880], [6.952, -1.856, -0.550], [-1.866, 6.929, -3.595], [0.441, -3.781, 1.477], [-4.853, -0.432, -1.816], [-0.200, 1.215, 4.654], [7.104, -1.481, -1.565], [-4.622, 7.684, -4.252], [6.187, 4.745, 1.130], [1.053, -4.068, 2.331], [0.163, -3.723, -2.157], [-0.505, -5.710, -1.959], [-0.461, 1.905, -2.116], [-5.606, -2.768, -1.381], [4.305, -4.975, 2.679], [7.639, -3.486, 0.694], [-9.394, -3.596, -4.962], [3.297, -4.584, 4.126], [3.492, 2.462, 6.268], [3.938, -3.051, 0.732], [-0.778, 4.244, -2.949], [-6.676, -4.175, -3.517], [-3.139, -2.367, 0.857]], "atomic_forces_ev_per_a": [[0.6, -0.3, -0.1], [0.2, 0.4, 0.2], [0.0, -0.4, -0.3], [0.1, -0.1, 0.0], [0.1, -0.2, 0.2], [-0.1, 0.0, 0.1], [0.0, 0.0, 0.0], [-0.1, -0.2, 0.0], [0.0, 0.0, 0.0], [-0.1, 0.1, 0.1], [-0.1, 0.1, 0.0], [0.0, -0.3, 0.2], [0.1, -0.4, 0.1], [0.5, -0.9, 1.0], [-0.1, 0.0, 0.0], [0.1, -0.3, 0.1], [0.0, 0.0, 0.2], [-0.2, -0.3, -0.1], [0.2, 0.2, 0.1], [0.0, 0.0, 0.0], [-0.7, -0.3, -0.4], [-0.3, 0.0, 0.0], [0.1, 0.0, -0.1], [0.0, 0.0, 0.0], [0.1, -0.1, 0.0], [0.0, 0.0, 0.0], [0.0, 0.0, 0.0], [0.3, 0.3, -0.2], [-0.1, 0.2, -0.3], [0.0, 0.0, -0.1], [0.1, -0.1, 0.0], [0.0, 0.0, 0.0], [0.2, -0.3, 0.0], [-0.3, 0.1, 1.0], [0.0, -0.1, -0.1], [0.0, 0.0, 0.0], [0.1, -0.1, 0.0], [0.0, -0.1, -0.1], [-0.1, -0.1, 0.0], [-0.1, -0.1, 0.1], [0.0, 0.0, 0.0], [-1.0, -1.5, 0.0], [0.2, 0.4, 0.0], [0.1, 0.2, 0.2], [0.6, 1.6, -0.5], [0.3, -0.1, -0.4], [0.0, 0.0, 0.0], [0.0, 0.0, 0.1], [0.0, -0.2, 0.1], [0.0, 0.1, -0.1], [0.0, -0.1, -0.1], [0.0, 0.0, 0.0], [0.0, 0.4, -0.2], [-0.8, -0.4, -0.5], [0.0, 0.1, 0.0], [-0.3, -0.7, -0.8], [0.0, 0.0, 0.0], [-0.1, 0.1, -0.1], [-0.5, -0.2, 0.2], [0.2, 0.3, 0.0], [0.0, 0.1, -0.1], [0.3, -0.1, 0.0], [0.1, 0.0, 0.1], [-0.1, 0.0, 0.0], [0.0, 0.0, -0.1], [0.0, 0.3, 0.2], [0.1, -0.1, 0.0], [0.0, 0.0, 0.0], [0.0, -0.1, 0.0], [-0.1, -0.1, 0.0], [0.0, 0.0, 0.0], [0.2, 0.1, 0.0], [-0.1, 0.0, 0.0], [-0.1, 0.4, -0.1], [0.1, 0.0, 0.1], [0.6, -0.5, 0.5], [-0.2, 0.0, 0.5], [-0.1, 0.0, 0.0], [-0.1, -0.1, 0.0], [0.1, -0.2, -0.2], [0.1, 0.0, 0.0], [0.2, 0.0, -0.2], [0.1, -0.1, 0.1], [0.0, 0.0, -0.2], [0.1, 0.0, 0.0], [0.0, 0.2, 0.3], [0.0, 0.0, 0.1], [0.0, 0.1, -0.1], [0.0, 0.0, 0.1], [0.7, -0.1, -1.4], [-0.3, 0.2, 0.2], [0.0, 0.0, 0.0], [0.1, 0.1, 0.1], [0.0, 0.0, 0.0], [-0.1, -0.1, 0.0], [-0.2, -0.1, 0.4], [0.0, 0.0, 0.0], [0.0, 0.4, 0.0], [-0.2, -0.2, 0.2], [0.0, 0.9, 0.0], [0.0, 0.0, -0.3], [-0.1, -0.5, 0.2], [-0.7, 0.7, -0.1], [0.0, 0.0, 0.0], [0.0, 0.0, 0.0], [0.0, 0.0, 0.0], [-0.4, 0.0, 0.1], [-0.3, 0.2, 0.0], [-0.1, 0.0, 0.1], [-0.2, 0.2, -0.3], [0.1, 0.1, 0.0], [0.1, -0.1, -0.1], [0.1, -0.1, -0.3], [-0.3, 1.3, -0.7], [0.0, 0.0, 0.0], [0.2, 0.1, 0.1], [0.1, 0.0, 0.1], [0.0, -0.1, 0.1], [0.5, -0.7, 0.7], [0.0, 0.0, 0.0], [-0.5, -0.2, -0.9], [0.0, -0.2, 0.1], [0.0, 0.0, 0.0], [0.9, 1.0, 1.1], [-0.1, -0.2, -0.4], [0.0, 0.0, -0.1], [0.3, -0.1, -0.2], [0.3, 0.2, 0.1], [-0.2, -0.1, 0.1], [0.0, -0.1, 0.0], [0.0, 0.0, 0.1], [-0.1, 0.1, -0.1], [0.2, 0.1, 0.0], [-0.1, -0.3, 0.0], [0.1, 0.0, 0.1], [0.1, 0.1, -0.1], [0.2, 0.4, 0.0], [-0.2, 0.0, -0.3], [0.1, 0.1, 0.0], [0.0, 0.0, 0.0], [0.0, 0.0, 0.1], [-0.3, 0.5, 0.1], [0.0, 0.1, -0.1], [-0.8, 0.1, -0.7], [0.0, 0.0, 0.0], [0.1, 0.0, -0.1], [0.3, 0.2, 0.4], [-0.1, 0.0, 0.0], [0.1, -0.1, 0.0], [0.1, 0.0, 0.1], [-0.2, -0.1, 0.0], [0.0, 0.1, 0.0], [-0.1, 0.1, 0.0], [0.1, 0.2, 0.2], [0.3, -0.9, 0.6]]}